No. 1
Density functional theory data (ωB97M-V/def2-TZVPD) for a gas-phase ion, C6H9Br2N2O (charge +1).

```
20
Properties=species:S:1:pos:R:3:forces:R:3
C 1.577 -1.671 0.335 1.1 1.5 -1.8
C 1.868 -0.230 0.284 1.2 0.5 0.8
C 0.906 0.669 0.056 -1.1 -0.5 -0.2
C -0.505 0.059 0.024 0.4 2.4 -2.4
C -0.573 -1.265 0.705 -1.4 0.6 2.3
C 0.375 2.789 -1.080 -2.4 2.1 0.1
N 0.420 -2.166 0.379 -0.3 -1.8 -0.6
N -2.004 -1.863 0.423 -0.9 0.9 2.1
O 1.071 1.966 -0.180 1.7 -0.9 0.3
Br 3.704 0.296 0.388 -0.7 -0.2 -0.1
Br -1.668 1.369 0.884 -0.4 -0.5 0.0
H 2.434 -2.220 -0.034 0.0 -0.8 0.6
H -0.716 0.110 -1.126 -0.3 -0.7 2.0
H -0.486 -1.169 1.832 -0.7 0.5 -1.1
H 0.928 3.444 -1.731 1.8 -0.5 -0.1
H -0.019 3.647 -0.379 -0.6 -2.0 -1.5
H -0.281 2.269 -1.862 0.2 0.5 1.8
H -1.966 -2.243 -0.489 -0.2 -0.5 -1.5
H -2.813 -1.132 0.508 2.0 -1.3 -0.2
H -2.253 -2.656 1.062 0.5 0.8 -0.5
```
Positions in Å, forces in eV/Å.

## Properties
Multiplicity: 1
Total charge: +1
LUMO (eV): -3.8750
E (eV): -151471.350
Relative energy (zero: lowest compared OMol25 entry of this formula, charge and spin) (kJ/mol): 44.9
SMILES: COC1=C(Br)C=N[C@H]([NH3+])[C@H]1Br
HOMO-LUMO gap (Ha): 0.316

=====

No. 2
Density functional theory data (ωB97M-V/def2-TZVPD) for a molecular structure, C6H9Br3O3.

```
21
Properties=species:S:1:pos:R:3:forces:R:3
C -0.310 -0.161 -0.685 0.0 3.8 -0.2
C 1.635 -2.558 0.181 0.2 -1.3 2.3
C 0.978 1.910 0.402 -1.7 -3.1 1.2
C 0.146 -2.290 0.367 0.3 0.2 -5.1
C -0.039 1.305 -0.525 3.6 -1.6 0.4
C -2.136 1.763 0.425 -3.1 -0.3 0.2
O -0.841 -0.391 -1.767 0.2 -2.3 0.2
O -0.150 1.995 -1.645 0.2 0.6 0.1
O -0.056 -0.868 0.421 -0.4 -0.5 0.0
Br -1.895 1.867 2.259 0.1 -0.1 0.4
Br -2.302 3.372 -0.476 -0.6 0.8 0.2
Br -3.464 0.420 -0.152 0.7 0.8 0.5
H 2.054 -2.480 -0.828 -0.1 0.4 0.5
H 2.124 -2.000 1.036 0.0 0.0 -1.5
H 1.802 -3.604 0.569 -0.1 0.6 -0.8
H 0.598 2.666 1.057 0.1 0.8 0.1
H 1.265 1.043 1.031 0.0 0.7 0.1
H 1.807 2.112 -0.189 1.6 1.2 -0.9
H -0.132 -2.742 1.239 -1.2 -0.6 2.5
H -0.482 -2.734 -0.515 1.0 0.8 1.6
H -0.599 1.375 -2.204 -0.8 -0.9 -1.5
```
Positions in Å, forces in eV/Å.

## Properties
Multiplicity: 3
LUMO (spin up / spin down) (eV): 0.1201 / -2.0732
E (eV): -222632.989
HOMO-LUMO gap (spin up / spin down) (Ha): 0.236 / 0.301
Expectation value of S²: 2.01

=====

No. 3
Density functional theory data (ωB97M-V/def2-TZVPD) for 2 unconnected molecules or ions with the total composition C6H9BrClNO.

```
19
Properties=species:S:1:pos:R:3:forces:R:3
C -3.210 -1.973 0.955 0.6 -0.7 -0.2
C 1.298 0.222 -0.047 -3.1 1.0 -3.1
C -0.827 1.389 -1.622 0.6 -0.8 2.1
C -2.746 -0.795 0.627 -3.3 0.2 -0.5
C 0.296 -0.697 -0.741 0.3 2.1 1.2
C -0.639 -0.129 -1.503 -1.3 -1.0 -0.5
N -3.497 -3.108 1.287 -0.9 3.0 2.1
O -1.621 -0.946 -2.068 0.1 0.2 0.5
Cl 0.182 -2.314 -0.288 0.2 -1.5 0.2
Br -3.908 0.659 0.104 -0.1 -0.7 -0.2
H 0.831 1.021 0.509 -0.5 0.4 -0.1
H 2.014 -0.094 0.560 2.9 -2.4 2.4
H 1.744 0.600 -0.943 0.9 1.1 -0.1
H 0.116 1.906 -1.815 -0.1 -0.2 0.2
H -1.517 1.709 -2.358 -0.9 -0.1 -0.7
H -1.214 1.709 -0.583 0.6 -0.2 -1.6
H -1.962 -0.340 1.070 2.8 0.6 1.3
H -3.220 -3.855 0.764 0.8 -2.5 -2.1
H -1.740 -1.778 -1.523 0.5 1.4 -0.8
```
Positions in Å, forces in eV/Å.

## Properties
Multiplicity: 1
LUMO (eV): 0.1512
E (eV): -92467.186
Relative energy (zero: lowest compared OMol25 entry of this formula, charge and spin) (kJ/mol): 200.4
SMILES: C/C(O)=C(\C)Cl.N=C=CBr
HOMO-LUMO gap (Ha): 0.318

=====

No. 4
Density functional theory data (ωB97M-V/def2-TZVPD) for a molecular structure, C6H9Cl2CoNdO4P.

```
24
Properties=species:S:1:pos:R:3:forces:R:3
Nd 1.835 -1.276 -3.055 1.0 4.2 0.4
Co -1.449 -1.646 0.702 0.6 -0.2 6.2
Cl 3.164 -0.703 -1.012 -1.2 -0.6 -1.4
Cl -0.602 -3.606 0.643 -0.3 0.9 0.1
C -1.902 -1.575 -1.010 0.9 1.7 -9.9
C 3.473 -2.992 -3.436 5.2 -6.1 -0.8
C 1.117 -3.519 -2.756 -1.8 -8.5 0.4
O -1.602 -1.362 -2.127 -1.8 -1.3 5.4
O 4.161 -3.922 -3.524 -3.4 4.8 0.4
O 0.944 -4.667 -2.746 0.8 5.9 0.0
C -1.918 2.493 2.227 -0.4 -0.4 0.2
P -0.830 1.329 1.394 1.3 4.5 0.4
C -0.781 1.712 -0.364 -0.2 -0.6 -0.1
C 0.862 1.531 1.982 0.0 -0.6 0.1
O -1.344 -0.072 1.736 -0.6 -4.0 -1.4
H -1.878 2.305 3.308 0.0 0.0 -0.2
H -2.946 2.328 1.878 0.1 0.1 0.1
H -1.636 3.535 2.031 0.2 -0.2 -0.1
H -0.767 2.803 -0.481 0.0 -0.2 0.0
H 0.136 1.297 -0.801 0.0 0.1 0.1
H -1.652 1.308 -0.887 -0.1 0.3 0.0
H 1.544 0.994 1.302 -0.1 0.2 0.3
H 1.130 2.599 2.001 -0.2 -0.2 0.0
H 0.940 1.107 2.995 0.1 0.2 -0.2
```
Positions in Å, forces in eV/Å.

## Properties
Multiplicity: 8
Total charge: +4
LUMO (spin up / spin down) (eV): -16.7162 / -18.8476
E (eV): -101746.809
Relative energy (zero: lowest compared OMol25 entry of this formula, charge and spin) (kJ/mol): 0.0
HOMO-LUMO gap (spin up / spin down) (Ha): 0.297 / 0.204
Expectation value of S²: 15.79

=====

No. 5
Density functional theory data (ωB97M-V/def2-TZVPD) for 2 unconnected molecules or ions with the total composition C6H9ClFO4S.

```
22
Properties=species:S:1:pos:R:3:forces:R:3
O -1.108 0.196 -3.563 0.6 -0.3 -2.6
C -1.484 0.169 -2.467 0.0 1.1 2.2
Cl -2.589 -1.162 -1.975 0.0 0.3 0.3
C -1.023 1.251 -1.458 0.1 -0.2 0.3
C -0.250 0.693 -0.227 -0.6 -0.5 0.0
C 0.785 -0.364 -0.710 0.0 0.3 0.4
C 1.786 -0.815 0.385 1.3 0.4 -1.5
O 1.169 -1.447 1.506 -1.9 0.3 -0.6
S 0.004 -0.552 2.165 0.3 0.1 2.5
O -0.736 -1.401 3.065 -0.1 -0.7 -1.0
O 0.613 0.565 2.776 -1.3 1.3 -0.6
C -1.143 0.043 0.865 1.0 -0.5 -0.2
H -0.299 1.859 -2.031 -0.4 -0.4 0.1
H -1.846 1.944 -1.196 0.1 -0.6 0.1
H 0.259 1.550 0.257 -0.1 -0.5 -0.3
H 1.329 0.101 -1.557 0.0 -0.5 0.4
H 0.270 -1.275 -1.079 0.0 0.5 0.0
H 2.424 -1.590 -0.088 -0.4 0.2 0.4
H 2.483 -0.006 0.695 -0.7 -0.3 0.6
H -1.704 -0.845 0.538 0.2 0.5 0.0
H -1.804 0.762 1.377 0.4 -0.4 -0.1
F 2.864 0.324 2.720 1.6 -0.1 -0.4
```
Positions in Å, forces in eV/Å.

## Properties
Multiplicity: 1
Total charge: -1
LUMO (eV): 2.5444
E (eV): -40632.548
HOMO-LUMO gap (Ha): 0.210

=====

No. 6
Density functional theory data (ωB97M-V/def2-TZVPD) for a single C6H9ClO molecule.

```
17
Properties=species:S:1:pos:R:3:forces:R:3
C 3.001 -0.554 -0.022 -0.4 0.3 0.7
C 0.829 0.384 -0.049 -0.2 0.3 -0.4
C -0.502 0.334 -0.169 0.0 -0.3 1.3
C -1.240 1.623 0.029 -0.5 0.1 -0.9
C -1.179 -0.981 -0.048 0.6 0.3 -0.3
C -2.463 -1.295 0.039 -0.4 -0.7 0.0
H 3.252 0.400 -0.501 0.1 -0.2 0.0
H 3.449 -1.376 -0.581 -0.1 0.1 0.2
H 3.401 -0.520 1.039 -0.6 -0.2 -1.1
H 1.364 1.344 0.034 -0.2 -0.5 -0.1
H -1.812 1.624 0.952 0.0 0.0 0.2
H -1.949 1.762 -0.791 -0.1 0.2 0.1
H -0.566 2.484 0.013 0.0 -0.2 0.1
H -0.535 -1.874 0.011 -0.2 0.7 0.0
H -2.741 -2.341 0.181 0.0 0.4 -0.1
O 1.562 -0.739 -0.070 1.7 -0.3 0.2
Cl -3.871 -0.276 -0.068 0.3 0.0 0.0
```
Positions in Å, forces in eV/Å.

## Properties
Multiplicity: 1
LUMO (eV): 0.8661
E (eV): -20936.210
Relative energy (zero: lowest compared OMol25 entry of this formula, charge and spin) (kJ/mol): 139.0
SMILES: CO/C=C(C)\C=C/Cl
HOMO-LUMO gap (Ha): 0.324

=====

No. 7
Density functional theory data (ωB97M-V/def2-TZVPD) for a single C6H9ClO molecule.

```
17
Properties=species:S:1:pos:R:3:forces:R:3
C 1.532 -2.012 -0.730 -1.4 0.1 -2.6
C 1.220 -0.504 -0.545 0.6 -2.1 -0.4
C 0.235 0.261 -0.104 -2.5 -1.8 2.0
C 0.295 1.749 -0.223 -0.2 -1.7 -0.8
C -1.009 -0.315 0.572 -0.9 -1.5 0.4
C -1.973 0.685 1.213 1.7 1.6 0.5
H 2.512 -2.169 -1.292 -0.9 0.5 1.5
H 1.436 -2.607 0.192 -0.1 0.1 -0.7
H 0.823 -2.382 -1.629 1.0 0.5 2.5
H 2.002 0.012 -0.994 1.5 1.3 -0.7
H 1.341 1.727 -0.387 1.0 1.9 -1.1
H 0.074 2.355 0.640 -0.4 0.0 0.1
H -2.887 0.073 1.252 0.1 0.9 0.5
H -2.091 1.771 0.565 0.2 -3.2 2.4
H -1.375 0.750 2.353 -2.2 0.4 -3.1
O -1.306 -1.515 0.751 1.6 2.3 -1.0
Cl -0.830 2.123 -1.634 1.0 0.5 0.6
```
Positions in Å, forces in eV/Å.

## Properties
Multiplicity: 1
LUMO (eV): 0.2656
E (eV): -20935.072
Relative energy (zero: lowest compared OMol25 entry of this formula, charge and spin) (kJ/mol): 248.8
SMILES: C/C=C(/CCl)C(C)=O
HOMO-LUMO gap (Ha): 0.361

=====

No. 8
Density functional theory data (ωB97M-V/def2-TZVPD) for a single C6H9ClO2S2 molecule.

```
20
Properties=species:S:1:pos:R:3:forces:R:3
C -1.512 -0.366 -0.315 -0.1 -0.1 2.1
C -1.665 0.901 0.156 1.6 -1.1 -1.3
C 1.334 1.339 -0.130 0.2 -1.1 -0.6
C 1.813 0.243 0.789 -1.2 1.9 1.6
C -2.999 1.488 0.540 1.1 0.1 0.5
C 2.193 -1.941 -0.944 -1.6 -0.1 -0.9
O -0.344 -0.948 -0.724 0.6 -0.2 0.0
O 0.939 -2.053 1.406 -0.7 -1.9 1.4
S -0.333 2.062 0.001 -0.5 1.6 0.9
S 1.139 -1.162 0.337 0.5 0.4 -0.9
Cl -2.864 -1.547 -0.007 1.1 0.6 -0.5
H 2.029 2.162 -0.324 -0.3 0.1 0.4
H 1.209 0.812 -1.042 0.5 0.0 -1.5
H 1.682 0.465 1.904 0.2 -0.8 -1.5
H -3.399 0.616 1.111 -0.9 1.2 -0.7
H -3.420 1.808 -0.435 -0.7 -0.5 0.9
H -2.906 2.401 1.198 0.1 -1.1 -0.7
H 1.635 -2.800 -1.445 0.4 1.5 0.5
H 2.401 -1.068 -1.625 0.2 -1.3 0.4
H 3.066 -2.413 -0.453 -0.4 0.9 0.0
```
Positions in Å, forces in eV/Å.

## Properties
Multiplicity: 1
LUMO (eV): -0.0916
E (eV): -44651.041
Relative energy (zero: lowest compared OMol25 entry of this formula, charge and spin) (kJ/mol): 313.4
SMILES: CC1=C(Cl)O[S@](C)(=O)=CCS1
HOMO-LUMO gap (Ha): 0.289

=====

No. 9
Density functional theory data (ωB97M-V/def2-TZVPD) for a molecular structure, C6H9CuNS.

```
18
Properties=species:S:1:pos:R:3:forces:R:3
Cu 0.358 0.159 -1.441 -0.1 -1.4 -1.2
C 0.555 -0.356 -3.293 1.5 0.8 -0.2
H 1.640 -0.525 -3.337 0.0 0.1 -0.3
H 0.069 -1.281 -3.610 -0.3 0.2 0.3
H 0.295 0.507 -3.911 0.0 -0.4 -0.2
H -1.611 -0.255 -3.040 -0.7 0.8 1.4
H -1.704 0.140 -2.366 -0.4 -0.7 -1.2
S 0.319 2.202 -0.392 0.2 1.5 -1.4
C 0.165 1.082 0.837 -0.3 -1.1 1.6
C 0.086 1.378 2.205 0.0 -0.2 0.2
C -0.028 0.351 3.134 0.1 0.6 -0.7
C -0.062 -0.962 2.668 0.0 -0.8 -0.7
C -0.001 -1.218 1.298 -0.1 1.0 0.3
N 0.097 -0.202 0.417 0.0 -0.6 1.4
H 0.111 2.428 2.448 0.0 0.0 0.4
H -0.076 0.580 4.196 0.0 -0.1 -0.2
H -0.145 -1.813 3.326 0.0 0.0 0.2
H -0.068 -2.217 0.864 0.1 0.2 0.3
```
Positions in Å, forces in eV/Å.

## Properties
Multiplicity: 2
LUMO (spin up / spin down) (eV): 0.3226 / -1.5273
E (eV): -63330.355
Relative energy (zero: lowest compared OMol25 entry of this formula, charge and spin) (kJ/mol): 27.1
HOMO-LUMO gap (spin up / spin down) (Ha): 0.312 / 0.242
Expectation value of S²: 0.76

=====

No. 10
Density functional theory data (ωB97M-V/def2-TZVPD) for a molecular structure, C6H9F.

```
16
Properties=species:S:1:pos:R:3:forces:R:3
C 0.484 -0.650 -2.019 -3.9 -1.3 6.8
C -0.545 -1.468 -1.584 2.7 2.2 -3.3
C -0.571 -1.278 -0.149 -1.6 0.8 2.3
C 0.500 -0.202 -0.154 1.4 -0.1 -4.9
C 0.155 1.284 1.792 0.2 -0.5 -0.2
C 0.152 1.218 0.185 -1.3 -1.7 2.0
F -1.307 -2.290 -2.334 0.0 0.1 0.6
H 0.950 -0.218 -2.812 1.1 0.7 -2.3
H -1.534 -0.873 0.348 1.2 -0.8 -0.9
H -0.264 -2.155 0.363 0.1 -0.9 0.8
H 1.543 -0.373 0.029 0.2 -1.0 0.9
H 1.024 1.765 2.315 -0.1 -0.9 -1.1
H -0.028 0.249 2.181 0.4 0.9 -0.1
H -0.607 1.883 2.237 -1.2 0.4 -0.2
H 0.931 1.862 -0.154 -0.1 0.8 -0.8
H -0.884 1.247 -0.244 0.9 1.4 0.4
```
Positions in Å, forces in eV/Å.

## Properties
Multiplicity: 1
LUMO (eV): 1.0899
E (eV): -9081.821
Relative energy (zero: lowest compared OMol25 entry of this formula, charge and spin) (kJ/mol): 277.3
HOMO-LUMO gap (Ha): 0.378